Record 1
Density functional theory data (the ωB97M-V functional and the def2-TZVPD basis) for a cluster of 6 separate species, C42H95N3O4P in total.

```
145
Properties=species:S:1:pos:R:3:forces:R:3
N 9.069212 0.722265 3.633253 -1.2521 0.4394 -1.7028
P 7.817173 0.475880 2.642492 2.8034 0.5116 2.6231
C 8.029193 -1.248495 1.833236 -0.9137 -0.2645 -0.7556
C 6.700221 -1.641422 0.963920 -0.0020 1.9876 1.2118
N 6.835363 -2.977516 0.264279 0.1403 -1.1611 0.3229
C 5.883185 -4.006341 0.810077 -2.5665 -0.6120 1.2203
C 4.324605 -3.672926 0.518567 -0.1039 -0.6209 -0.3324
C 3.414663 -4.683525 1.420354 1.1496 0.2861 0.4802
C 2.625989 -3.885649 2.562461 1.2743 -0.7665 0.9466
O 1.627612 -2.954229 2.079214 -0.5079 -2.1436 -1.4228
C 0.823110 -3.506599 1.048900 -0.2584 2.7294 -3.5453
O 0.588624 -2.804451 0.035267 0.9102 -2.6157 4.0126
C 8.242714 -3.509551 0.389740 2.7820 -0.5947 -1.2126
C 8.573339 -4.695189 -0.670203 0.3708 -0.0613 -0.3767
C 9.608161 -5.767252 -0.017804 -0.7915 0.4658 -0.3013
C 8.940773 -6.679889 1.112379 2.8240 -0.6508 3.3703
O 9.658003 -6.966514 2.107895 -3.2365 1.2063 -3.9261
O 7.585624 -7.138604 1.050518 1.5105 1.8102 -0.2572
C 9.301766 -2.321139 0.030380 -0.3962 -0.4937 -0.2388
N 9.272287 -1.199213 1.017886 -1.1114 -0.3125 -0.1904
H 9.594273 1.565201 3.332250 -0.3041 -0.8400 0.3427
H 6.623500 0.491319 3.470107 0.1768 -0.4219 -1.2644
H 7.761585 1.509927 1.645975 -0.7062 -0.8679 -0.0435
H 8.168613 -1.987867 2.710695 -0.3294 1.2338 -1.2738
H 5.835628 -1.614579 1.725222 1.1005 -0.4967 -1.4836
H 6.467616 -0.867294 0.148284 0.4963 -1.0358 1.2971
H 6.645432 -2.868727 -0.748960 0.1035 0.0390 0.6150
H 6.054493 -5.066718 0.415040 0.2638 1.7359 0.3742
H 6.013342 -4.001725 1.954471 0.0699 -0.0014 -1.7101
H 4.051497 -2.586343 0.731255 0.3906 -1.4577 -0.2057
H 4.104985 -3.878327 -0.585329 0.3669 0.4184 1.4462
H 4.181037 -5.355884 1.970996 -1.4216 0.8544 -0.6725
H 2.778957 -5.390310 0.793048 0.7399 1.1775 0.7832
H 3.416526 -3.245283 3.113490 -1.3945 -0.8351 -0.8736
H 2.228816 -4.618674 3.364701 0.2855 1.1183 -1.4518
H 0.402427 -4.571574 1.036403 0.8312 1.2577 0.9507
H 8.449868 -3.965539 1.428510 -0.7173 1.1862 -1.3783
H 7.642595 -5.225307 -1.064084 1.1663 0.6507 0.6841
H 9.082177 -4.211897 -1.589474 -0.8075 -0.7984 1.4584
H 10.450541 -5.175182 0.487789 -1.2249 -1.1071 -0.5491
H 10.105628 -6.420089 -0.822965 -0.9929 0.9035 1.1782
H 7.097505 -6.589555 1.704411 0.4392 -0.8525 -0.2155
H 9.071231 -1.858337 -1.006100 0.2178 -1.2480 1.3072
H 10.320505 -2.852952 -0.035208 -1.4172 1.0455 0.2168
H 9.311413 -0.296176 0.510219 0.1258 -0.8399 0.4858
C -2.154453 0.788403 5.810244 0.1603 0.0745 0.0287
C -2.329604 1.174858 4.347842 -0.1401 0.0221 0.0246
C -3.473048 0.429205 3.657319 0.0470 0.0472 -0.1314
C -3.311937 -1.091532 3.580902 0.0143 -0.0639 0.1903
C -2.043220 -1.579882 2.880254 -0.1275 0.0136 -0.0636
C -1.966704 -1.167326 1.415959 0.1948 -0.0615 -0.0269
H -1.892893 -0.266186 5.921407 -0.0395 0.0261 0.0304
H -1.351953 1.377557 6.262356 -0.0778 -0.0695 0.0470
H -3.071095 0.978490 6.375051 0.0522 -0.0599 -0.0137
H -1.389117 1.015568 3.810620 -0.0444 -0.0053 -0.0291
H -2.535260 2.249208 4.294103 0.0352 -0.0718 -0.0542
H -3.595109 0.833171 2.647034 0.0092 -0.0199 0.0532
H -4.409039 0.650284 4.183332 0.0502 -0.0013 -0.0258
H -4.184989 -1.505714 3.063025 0.0509 0.0055 0.0022
H -3.337630 -1.511466 4.592347 -0.0328 0.0384 -0.0436
H -2.016733 -2.674167 2.935385 0.0033 0.0256 0.0655
H -1.152531 -1.224478 3.408797 -0.0406 0.0015 0.0292
H -2.827090 -1.549674 0.858559 0.0183 0.0810 0.0254
H -1.061804 -1.574308 0.958945 -0.2313 0.2022 -0.0457
H -1.935494 -0.081678 1.302910 -0.0462 -0.0317 -0.0168
C 10.553178 -10.165586 0.757726 -0.1881 -0.0396 0.1041
C 11.143156 -9.873127 2.130475 0.0966 0.1644 0.0243
C 12.672518 -9.836331 2.136750 0.0194 -0.0380 0.1313
C 13.360603 -11.149811 1.753065 -0.0478 -0.0321 -0.1388
C 12.991409 -12.357869 2.615629 0.1261 0.0377 -0.0273
C 13.384201 -12.196378 4.078145 -0.0753 -0.1346 0.0546
H 10.846535 -11.152009 0.392777 -0.0144 0.0723 -0.0560
H 9.460522 -10.141716 0.804162 0.0436 -0.0235 -0.0748
H 10.876297 -9.416753 0.027957 0.0481 -0.0580 -0.0305
H 10.774934 -10.608479 2.852676 0.0534 0.0038 -0.0280
H 10.772442 -8.899902 2.467924 0.0793 -0.2044 0.0363
H 13.011498 -9.524537 3.130185 -0.0021 -0.0152 -0.0532
H 13.011393 -9.055079 1.445902 -0.0282 -0.0168 0.0236
H 14.445062 -10.998087 1.800810 -0.0561 -0.0262 0.0065
H 13.137666 -11.385335 0.706620 0.0213 0.0334 0.0387
H 13.502209 -13.239012 2.213686 -0.0787 0.0521 -0.0195
H 11.919108 -12.566058 2.544505 0.0318 0.0222 -0.0365
H 14.460879 -12.030131 4.175807 -0.0785 0.0342 0.0185
H 13.131813 -13.101082 4.637002 0.0530 0.0951 0.0316
H 12.860995 -11.360770 4.547573 0.0500 -0.0132 0.0121
C -8.444877 3.227650 0.359511 0.0468 0.0928 -0.1456
C -8.638399 1.867231 -0.296288 -0.1058 -0.0223 0.0766
C -8.726477 0.717502 0.708955 -0.0046 -0.1171 -0.0876
C -7.474831 0.499030 1.563857 0.0305 0.1436 0.0679
C -6.185448 0.242364 0.782141 -0.0482 -0.0823 0.0994
C -6.233790 -1.026070 -0.059369 0.1499 0.0305 -0.0784
H -7.503461 3.280545 0.910748 -0.0466 0.0200 0.0136
H -8.427708 4.012744 -0.401445 -0.0058 0.0100 0.1118
H -9.263442 3.445777 1.050929 0.0730 0.0008 0.0001
H -7.831537 1.687383 -1.013985 -0.0232 -0.0343 0.0209
H -9.566452 1.889922 -0.877709 0.0774 -0.0436 -0.0040
H -8.963018 -0.204531 0.167441 0.0112 0.0253 0.0452
H -9.574857 0.896763 1.379459 0.0409 0.0064 -0.0476
H -7.658174 -0.349011 2.233947 0.0274 0.0272 -0.0350
H -7.322787 1.366836 2.214942 -0.0281 -0.0411 -0.0242
H -5.359573 0.154585 1.496022 -0.0633 0.0578 -0.0540
H -5.948144 1.098333 0.142339 -0.0314 0.0006 0.0431
H -6.427138 -1.901768 0.567364 -0.0405 0.0371 -0.0595
H -5.276086 -1.178804 -0.564234 -0.0769 -0.0625 -0.0120
H -7.007796 -0.972556 -0.827533 0.0170 -0.0481 0.0325
C -8.046571 4.200254 -4.295871 0.1606 0.0493 -0.0546
C -8.374209 5.351876 -3.355249 -0.0780 -0.0835 0.0861
C -9.841083 5.379843 -2.920943 -0.0004 0.1282 0.0711
C -10.855472 5.576371 -4.051301 0.0412 -0.1206 -0.1054
C -10.666790 6.844228 -4.885657 -0.1165 -0.0368 0.0523
C -10.822546 8.125578 -4.077737 0.0488 0.1031 -0.1264
H -8.602579 4.272755 -5.232971 0.0121 -0.0430 0.0362
H -6.981253 4.206159 -4.542201 -0.0795 -0.0695 -0.0264
H -8.279234 3.238850 -3.829220 -0.0257 0.0282 -0.0543
H -8.095512 6.300470 -3.825097 -0.0401 -0.0038 0.0387
H -7.749991 5.258220 -2.459852 -0.0294 0.0705 -0.0422
H -9.970474 6.170736 -2.174459 -0.0176 -0.0372 -0.0263
H -10.076484 4.440771 -2.406149 0.0310 0.0295 -0.0190
H -11.860979 5.585012 -3.615083 0.0486 0.0177 -0.0296
H -10.827537 4.709386 -4.720270 -0.0017 0.0257 0.0543
H -11.413126 6.845491 -5.686950 0.0823 -0.0357 0.0129
H -9.688776 6.837154 -5.377587 -0.0226 -0.0421 0.0142
H -11.810944 8.174192 -3.611655 0.0846 0.0023 0.0197
H -10.715229 8.995922 -4.730638 -0.0218 0.0124 0.1078
H -10.065882 8.203925 -3.294208 -0.0499 0.0168 0.0122
C -6.089944 13.362159 -3.394921 0.0993 0.1207 -0.0824
C -7.247461 13.245647 -4.377261 -0.0982 -0.0126 0.0959
C -8.143639 12.033656 -4.115963 -0.0854 -0.0048 -0.1137
C -7.456907 10.671327 -4.249065 0.1251 0.0036 0.1036
C -6.806512 10.395196 -5.605659 -0.0874 -0.0766 0.0666
C -7.802385 10.374222 -6.757715 0.1154 -0.0083 -0.1225
H -5.413004 12.507936 -3.464350 -0.0191 0.0265 0.0426
H -5.507444 14.263469 -3.603968 0.0036 -0.0779 0.0816
H -6.457461 13.429340 -2.367227 0.0448 -0.0431 -0.0370
H -6.859694 13.221462 -5.400521 -0.0449 -0.0231 0.0212
H -7.859655 14.150720 -4.302762 0.0231 -0.0665 -0.0631
H -9.000220 12.077570 -4.796938 0.0268 -0.0260 0.0364
H -8.560558 12.112122 -3.105175 0.0268 0.0128 -0.0494
H -8.198487 9.889924 -4.045961 0.0348 0.0252 -0.0302
H -6.694852 10.570358 -3.468525 -0.0508 0.0152 -0.0174
H -6.308428 9.420886 -5.558853 0.0221 0.0747 0.0244
H -6.022509 11.130773 -5.811553 -0.0223 -0.0164 0.0472
H -8.572236 9.614438 -6.592864 0.0009 0.0758 -0.0068
H -7.289787 10.135846 -7.693260 -0.1096 0.0155 0.0144
H -8.292537 11.341363 -6.886191 -0.0230 -0.0511 -0.0026
```
Forces are in eV/Å.

The HOMO-LUMO gap is 0.3051 hartree. The multiplicity is 1. Its charge is +1. As for the LUMO energy: -3.10 eV.

Record 2
Density functional theory data (the ωB97M-V functional and the def2-TZVPD basis) for an isolated molecule of C16H27NO2.

```
46
Properties=species:S:1:pos:R:3:forces:R:3
C -0.387170 -3.476357 4.442686 -0.3752 0.6073 0.2161
C 0.272911 -2.617718 3.349828 -1.2523 -1.3904 -0.5441
C -0.689031 -1.520559 2.862644 -0.7409 -0.2694 0.0957
C -2.034885 -2.080678 2.334039 -0.2043 -0.1838 0.2650
O -2.130416 -2.962180 1.494149 0.1106 0.6843 0.4560
N -3.233239 -1.537316 2.824457 1.2139 -0.4463 0.7116
O -3.304476 -0.576377 3.872319 -0.0074 0.1239 -1.2436
C -0.114636 -0.625381 1.809015 1.2739 -0.8355 -3.0460
C 0.294247 -1.172228 0.606837 -0.7343 1.2783 2.4681
C 0.863101 -0.338658 -0.504344 0.9852 -0.5592 0.3198
C 1.411701 1.026045 -0.054640 -0.1169 -0.2267 -1.1445
C 1.963051 1.836711 -1.277738 -1.0318 0.2175 0.0562
C 2.937067 2.933052 -0.870226 -0.2800 0.4346 0.0216
C 3.486714 3.665900 -2.100133 -0.0927 0.1135 0.1037
C 2.396224 4.219707 -3.001099 -0.7649 -0.0943 0.3826
C 1.350624 3.154681 -3.392994 0.6812 0.1261 0.2825
C 0.809349 2.423787 -2.133399 0.7205 0.1735 -1.1549
C 0.358947 1.688051 0.812070 -0.3068 0.6586 0.5685
C 0.038191 0.857367 2.083221 0.2834 -0.4038 -0.4968
H -0.823671 -2.871932 5.253952 0.4325 0.0544 -0.0720
H 0.312559 -4.177338 4.873737 0.1770 -0.2052 0.1534
H -1.243871 -4.032554 4.069465 0.0688 -0.1937 -0.3564
H 1.188833 -2.185562 3.702354 0.4567 0.4021 0.1591
H 0.527646 -3.325203 2.522395 -0.1377 0.7841 0.3790
H -0.966040 -0.896089 3.697352 0.0812 0.2121 0.5295
H -4.035292 -1.746604 2.229868 -0.1425 0.4758 0.7764
H -3.444281 -0.967830 4.755403 0.0164 -0.7230 -0.8680
H 0.135853 -2.236378 0.435125 0.0318 0.2066 -0.0072
H 1.677703 -0.922040 -1.002419 -0.6779 0.4564 0.1148
H 0.035504 -0.205393 -1.185422 -0.0699 0.1530 -0.7320
H 2.258843 0.872212 0.579188 0.7761 -0.4265 0.5667
H 2.556124 1.196241 -1.953975 -0.3654 -0.3339 0.3199
H 3.768218 2.506583 -0.312385 0.1001 -0.1304 0.1349
H 2.434133 3.642294 -0.185839 0.1626 -0.0947 -0.2859
H 4.083301 2.980431 -2.714985 0.1797 -0.0014 0.2894
H 4.112117 4.503724 -1.770006 0.1643 -0.2561 -0.1297
H 1.920387 5.060590 -2.494707 -0.2962 0.0000 0.1956
H 2.837705 4.662375 -3.873088 0.3020 0.1212 -0.6539
H 0.557549 3.594898 -3.995715 -0.2523 0.1661 0.2409
H 1.839276 2.474372 -4.098895 0.0378 -0.3490 0.2710
H 0.132311 1.645150 -2.485952 -0.0579 -0.1446 0.2305
H 0.215045 3.160123 -1.600767 -0.0571 0.0191 0.4598
H 0.672571 2.702900 1.147378 -0.1762 -0.5249 -0.3200
H -0.587625 1.807090 0.253503 0.3616 -0.0146 0.1070
H 0.794240 0.975854 2.880105 -0.1789 0.1882 -0.2543
H -0.905272 1.226377 2.459785 -0.2977 0.1508 0.4339
```
Forces are in eV/Å.

The HOMO-LUMO gap is 0.3372 hartree. The multiplicity is 1. The calculation puts the energy relative to the best compared isomer or geometry (same formula, charge and spin) at 226.3 kJ/mol. As for the LUMO energy: 0.64 eV.

> The highest HOMO-LUMO gap belongs to which entry?

C16H27NO2